[1]
35
Properties=species:S:1:pos:R:3:lowdin_charge:R:1 method="wB97M-V/def2-TZVPD" e_homo_ev=-11.12 relative_energy_kj_mol=285.0 largest_force_ha_per_bohr=0.0524 e_lumo_ev=-2.836 total_charge=+1
C 0.74888 -1.93293 -2.07782 -0.08
C 0.05100 -2.17410 -0.72166 -0.21
C -1.19477 -1.36859 -0.64114 -0.14
C -1.25469 -0.02898 -0.72193 -0.16
N -2.38566 0.79854 -0.66064 -0.07
C -2.21520 2.19047 -1.01705 -0.08
N 1.64657 -0.67369 -2.09174 0.15
H 1.31575 -2.79403 -2.40330 0.12
H -0.02474 -1.50734 -2.77572 0.14
H -0.11397 -3.21112 -0.43592 0.13
H 0.59925 -1.87000 0.15605 0.06
H -2.10575 -1.91627 -0.25932 0.13
H -0.34690 0.55641 -0.92156 0.10
H -3.22268 0.26096 -0.52383 0.13
H -1.58951 2.64816 -0.26611 0.05
H -1.76719 2.21798 -2.02961 0.09
H -3.13580 2.75332 -1.18118 0.10
H 1.16195 0.03940 -2.62177 0.13
H 2.57075 -0.86344 -2.54070 0.18
H 1.97613 -0.12885 -1.26588 0.09
H -0.06792 0.52913 3.85102 0.08
H -0.80944 -0.40748 3.00743 0.02
O -0.66449 0.56035 3.08610 -0.07
H -0.82949 2.39327 0.93588 -0.02
H -0.12381 1.83377 2.16889 0.00
O 0.04051 2.23324 1.28466 -0.08
H 0.08017 -1.66275 1.72494 0.00
H -0.98868 -2.65788 2.52818 0.09
O -0.30295 -1.98138 2.53893 -0.03
H 3.02847 2.28256 -1.05406 0.08
H 1.55304 2.30857 -1.43575 0.06
O 2.31116 1.71724 -1.36343 -0.04
H 2.66811 -0.25818 1.71789 0.07
H 1.21334 0.11200 1.32791 0.02
O 2.05266 -0.22588 0.97980 -0.04



[2]
37
Properties=species:S:1:pos:R:3:lowdin_charge:R:1 method="wB97M-V/def2-TZVPD" e_homo_ev=-8.36 relative_energy_kj_mol=473.9 largest_force_ha_per_bohr=0.0949 e_lumo_ev=0.159
C 2.15010 0.09235 -1.62671 0.00
C 1.70591 1.27674 -1.22406 -0.38
N 2.41779 2.00483 -0.24181 0.09
C 0.40379 1.97978 -1.56109 -0.15
C -0.61573 1.61966 -0.52136 -0.16
C -2.09516 1.76381 -1.19484 -0.17
O -3.17966 1.61008 -0.65118 0.02
H 3.07994 -0.29982 -1.27687 0.07
H 1.85621 -0.66615 -2.31142 0.03
H 3.23858 1.58691 0.18106 0.09
H 1.84311 2.47908 0.49133 0.08
H -0.13449 1.53148 -2.41718 0.12
H 0.46661 2.97311 -1.79303 0.09
H -0.57533 2.39278 0.23732 0.10
H -0.45127 0.62571 0.03277 0.08
H -2.18933 2.35086 -2.10743 0.12
O 1.89166 -2.65256 -1.39737 -0.10
H 1.83421 -1.86317 -0.85343 -0.04
H 1.80431 -2.26150 -2.34559 0.08
O 0.99504 -1.09130 0.95450 -0.08
H 0.93722 -0.43693 1.62467 0.00
H 0.23872 -0.84493 0.20810 0.12
O -2.24442 -2.61773 1.74948 0.02
H -1.84973 -3.29721 1.22587 0.04
H -1.66620 -2.18949 2.28535 0.00
O 0.24550 -3.59990 0.68974 -0.08
H 0.24547 -2.62101 0.60578 -0.02
H 1.08823 -3.91055 0.39327 0.02
O -2.02079 -1.21138 -0.42426 -0.02
H -2.21675 -1.68910 0.36058 -0.03
H -2.50737 -1.12351 -1.21378 0.04
O 0.80825 1.56258 2.15569 -0.02
H -0.07195 1.28343 2.13330 -0.05
H 0.77784 2.31220 2.70555 0.04
O -1.70760 0.88610 1.79861 -0.02
H -2.20919 0.72895 0.98485 0.03
H -2.29349 1.31579 2.34358 0.04



[3]
38
Properties=species:S:1:pos:R:3:lowdin_charge:R:1 method="wB97M-V/def2-TZVPD" e_homo_ev=-10.01 relative_energy_kj_mol=407.1 largest_force_ha_per_bohr=0.1939 e_lumo_ev=0.290
O -3.48303 -1.02233 -0.36372 0.01
C -2.53166 -1.81140 -0.30839 -0.28
C -1.28733 -1.30649 0.20021 -0.20
C -0.21928 -2.41734 0.44640 -0.19
C 0.64993 -2.64676 -0.78168 -0.21
N 1.58607 -1.59698 -0.62081 0.02
C 2.77273 -1.69448 -0.04108 -0.31
O 3.39206 -0.62382 0.19209 -0.06
H -2.56800 -2.76548 -0.84596 0.13
H -1.01019 -0.31543 -0.33544 0.15
H -1.60868 -0.92070 1.26480 0.15
H 0.30558 -2.01859 1.36924 0.11
H -0.86092 -3.27825 0.93093 0.15
H 0.02849 -2.76833 -1.73713 0.15
H 1.09951 -3.65576 -0.69770 0.12
H 1.28861 -0.74423 -1.09955 0.14
H 3.14032 -2.61306 0.48462 0.16
O -2.89488 2.66833 -0.16663 -0.05
H -2.89472 2.56829 0.79365 0.03
H -3.64921 2.10360 -0.20993 0.03
O 1.61432 1.69478 0.94564 -0.08
H 2.35577 1.30379 0.47299 -0.01
H 0.95427 2.01887 0.27978 0.00
O 2.12294 -1.05707 3.34553 -0.11
H 1.50596 -0.44636 3.76440 0.02
H 2.40313 -0.42478 2.55043 0.08
O -1.48514 1.71478 2.03377 0.06
H -0.69533 1.91636 1.83170 -0.10
H -1.43778 1.05332 2.69266 0.05
O 2.36002 1.13160 -2.50712 -0.10
H 3.15962 0.61760 -2.83271 0.08
H 2.67646 1.81158 -1.85821 0.06
O -1.59290 1.38910 -2.93580 0.03
H -0.86706 1.28618 -2.47243 -0.08
H -2.27627 1.34505 -2.26084 0.03
O -0.34403 3.03349 -0.40654 -0.01
H -0.76020 3.69328 0.01211 -0.01
H -0.94918 2.77762 -1.12932 0.04



Result set for frontier orbital gap: 8.28 8.52 10.30 eV, one per record in the order listed.
Result set for DFT total energy: -18768.206 -23425.124 -25473.099 eV, one per record in the order listed.